{"formula": "C8H11F9INO4S3", "method": "ωB97M-V/def2-TZVPD", "total_energy_ev": -83210.9582, "gap_ev": 7.053, "charge": 0, "lumo_ev": -1.74, "max_force_ev_per_a": 5.2, "e_above_lowest_kcal_mol": 100.6, "species": ["F", "C", "F", "F", "C", "C", "S", "C", "C", "C", "I", "H", "H", "H", "H", "H", "H", "H", "H", "H", "H", "H", "C", "F", "F", "F", "S", "O", "O", "N", "S", "O", "O", "C", "F", "F", "F"], "xyz": [[5.022, -0.575, 2.133], [5.631, -1.226, 0.946], [7.063, -1.509, 1.318], [5.043, -2.579, 0.639], [5.685, -0.279, -0.400], [4.237, -0.062, -1.141], [2.875, 0.611, -0.045], [1.961, -0.780, 0.863], [0.561, -1.238, 0.144], [0.736, -2.088, -1.246], [2.314, -3.603, -1.224], [6.243, 0.757, -0.199], [6.377, -0.847, -1.187], [3.951, -1.052, -1.712], [4.417, 0.754, -1.994], [3.531, 1.341, 0.997], [1.654, -0.308, 1.916], [2.705, -1.649, 1.110], [-0.138, -0.310, -0.119], [-0.033, -1.908, 0.929], [-0.291, -2.677, -1.403], [0.821, -1.383, -2.204], [-3.581, 1.023, 2.432], [-2.445, 0.819, 3.158], [-4.427, -0.004, 2.746], [-4.164, 2.151, 2.940], [-3.277, 1.147, 0.638], [-2.686, -0.144, 0.276], [-2.376, 2.294, 0.497], [-4.785, 1.377, 0.204], [-4.938, 1.556, -1.364], [-4.693, 0.367, -2.183], [-4.422, 2.805, -1.927], [-6.749, 1.761, -1.387], [-7.162, 2.836, -0.650], [-7.403, 0.681, -0.862], [-7.255, 1.941, -2.641]]}


{"formula": "C5H13NO", "method": "ωB97M-V/def2-TZVPD", "total_energy_ev": -8932.5033, "gap_ev": 10.014, "charge": 0, "lumo_ev": 0.70, "max_force_ev_per_a": 1.8, "e_above_lowest_kcal_mol": 34.8, "species": ["C", "C", "C", "C", "C", "N", "H", "H", "H", "H", "H", "H", "H", "H", "H", "H", "H", "H", "H", "O"], "xyz": [[0.643, 1.015, -1.427], [0.012, -0.283, -0.935], [-1.211, -0.035, -0.078], [-1.406, -0.751, 1.027], [-2.263, 0.838, -0.712], [1.112, 1.869, -0.320], [0.108, 1.663, -2.120], [1.497, 0.785, -2.068], [0.816, -0.825, -0.430], [-0.273, -0.878, -1.813], [-2.204, -0.459, 1.698], [-0.657, -1.441, 1.379], [-2.455, 0.621, -1.760], [-3.208, 0.692, -0.189], [-1.972, 1.873, -0.520], [1.205, 1.282, 0.507], [0.391, 2.532, -0.060], [2.731, -1.496, 2.192], [1.687, -2.551, 2.443], [2.498, -2.394, 1.947]]}


Which value of charge does entry 1 give?
0


Repeat the first record exactly.
{"formula": "C8H11F9INO4S3", "method": "ωB97M-V/def2-TZVPD", "total_energy_ev": -83210.9582, "gap_ev": 7.053, "charge": 0, "lumo_ev": -1.74, "max_force_ev_per_a": 5.2, "e_above_lowest_kcal_mol": 100.6, "species": ["F", "C", "F", "F", "C", "C", "S", "C", "C", "C", "I", "H", "H", "H", "H", "H", "H", "H", "H", "H", "H", "H", "C", "F", "F", "F", "S", "O", "O", "N", "S", "O", "O", "C", "F", "F", "F"], "xyz": [[5.022, -0.575, 2.133], [5.631, -1.226, 0.946], [7.063, -1.509, 1.318], [5.043, -2.579, 0.639], [5.685, -0.279, -0.400], [4.237, -0.062, -1.141], [2.875, 0.611, -0.045], [1.961, -0.780, 0.863], [0.561, -1.238, 0.144], [0.736, -2.088, -1.246], [2.314, -3.603, -1.224], [6.243, 0.757, -0.199], [6.377, -0.847, -1.187], [3.951, -1.052, -1.712], [4.417, 0.754, -1.994], [3.531, 1.341, 0.997], [1.654, -0.308, 1.916], [2.705, -1.649, 1.110], [-0.138, -0.310, -0.119], [-0.033, -1.908, 0.929], [-0.291, -2.677, -1.403], [0.821, -1.383, -2.204], [-3.581, 1.023, 2.432], [-2.445, 0.819, 3.158], [-4.427, -0.004, 2.746], [-4.164, 2.151, 2.940], [-3.277, 1.147, 0.638], [-2.686, -0.144, 0.276], [-2.376, 2.294, 0.497], [-4.785, 1.377, 0.204], [-4.938, 1.556, -1.364], [-4.693, 0.367, -2.183], [-4.422, 2.805, -1.927], [-6.749, 1.761, -1.387], [-7.162, 2.836, -0.650], [-7.403, 0.681, -0.862], [-7.255, 1.941, -2.641]]}